# 1
The following is a quantum chemistry calculation of 5 unconnected molecules or ions with the total composition C30H70, from OMol25.

ORCA input file:
```
! RIJCOSX wB97M-V def2-TZVPD def2/J DEFGRID3
* xyz 0 1
C 0.7939 2.3826 5.6076
C 1.2967 2.9880 4.2532
C -2.1349 -1.3736 1.0668
C -1.7197 -2.8394 -4.8437
C -0.4537 2.7963 -1.3315
C -2.5784 1.5230 -2.0973
C 2.5527 -4.0812 -5.9974
C -3.1441 4.7719 2.6535
C -1.8978 2.2406 -0.8210
C -3.2584 0.6127 2.4675
C 0.6247 -3.9117 -4.2652
C -0.8790 -2.0316 0.8317
C 3.4121 -1.9976 4.7632
C 0.5561 4.2318 3.8985
C 0.4878 -3.9703 0.0752
C 1.3916 -3.1962 -5.4037
C 3.6950 -1.0924 2.4137
C 0.1281 3.7351 -0.2423
C -0.6199 -3.1214 -3.7953
C -0.9019 3.8357 3.6420
C -3.9771 1.0599 -1.8212
C -1.6273 5.0284 3.0316
C -4.6098 0.2728 -2.8691
C 2.7701 -1.2639 3.6129
C 3.8560 -0.2391 0.0456
C 3.0228 0.3487 -1.1343
C -2.0400 -0.3804 2.3048
C 3.4326 -3.2939 -7.0647
C -0.9738 -3.4649 0.1272
C 2.9328 -0.4848 1.1909
H -0.4184 -2.1584 -3.1817
H -5.7762 0.2707 -2.8138
H 4.0301 -2.8261 4.5640
H -4.0597 0.1305 2.0275
H 4.1316 -3.9948 -7.4097
H 4.1926 -1.3043 -0.1074
H 1.1013 2.1425 3.5628
H 4.4422 -0.4691 2.6111
H 0.5477 5.1396 4.5554
H 4.0694 -1.3614 5.1414
H -4.5804 1.8571 -1.6059
H 1.0239 4.7501 3.1089
H 4.1107 -1.9914 2.1383
H -2.6925 -2.4369 -4.7718
H -1.2031 5.4863 2.0375
H 2.5308 1.1891 -0.6230
H -0.4419 4.5607 -0.0302
H -2.8555 -2.1902 1.1893
H -3.8703 0.5241 -0.8750
H 4.7163 0.4179 0.3461
H 0.8340 -2.9969 -6.2314
H 0.8189 -5.0222 -0.0546
H -1.3552 3.7856 4.6291
H -3.0007 1.5688 1.7621
H -2.0943 -3.9518 -5.2175
H 1.7561 -1.7298 3.2630
H 0.0915 3.2290 0.7792
H -0.1592 -1.3180 0.3249
H 1.1711 4.0649 -0.3901
H 1.7440 -2.1631 -5.1758
H 2.2414 -0.0856 -1.2975
H 2.3071 3.2755 4.3221
H 2.5649 -0.2305 3.7850
H -1.0834 0.3738 2.1366
H 1.0779 -3.5003 -0.8278
H 3.3048 0.6032 -2.1526
H -1.3666 -3.3486 -0.6887
H -0.5253 3.3997 -2.3331
H -3.6458 5.6080 2.0675
H 2.0636 -4.8197 -6.6152
H -3.1470 4.0891 1.8723
H 0.4273 2.1078 -1.5073
H 4.0022 -2.5382 -6.6631
H 0.8977 3.2169 6.3497
H -4.6600 0.7551 -3.8014
H -4.1313 -0.6904 -3.2065
H -1.0137 2.8478 3.1651
H -2.5039 2.4325 -2.7414
H 2.1729 -1.1140 0.9931
H -1.7212 1.5939 0.0573
H 0.3762 -4.9291 -4.5578
H -1.5838 5.8895 3.6800
H -1.4964 -0.9487 3.1830
H -2.5420 3.0335 -0.4714
H 2.5064 0.4299 1.4021
H -0.8897 -3.6582 -3.0537
H -3.2266 0.8116 3.3658
H 1.7059 1.5960 6.0385
H -1.5482 -2.1598 -5.6133
H -1.5605 -3.9394 0.6698
H -3.8804 4.8312 3.4211
H 3.1598 -4.5064 -5.1820
H 1.3109 -3.7826 -3.4947
H 2.7197 -2.0689 5.5229
H 1.1730 -3.9549 0.9875
H -1.8826 0.8508 -2.5051
H -0.2632 1.9482 5.4468
H -2.4510 -0.8179 0.3010
H 2.5328 -2.7219 -7.7504
H -0.3643 -2.1665 1.8439
*
```

energy: -1184.5392 Ha
frontier orbital gap: 11.20 eV
energy above the lowest of the compared OMol25 structures with the same formula, charge and spin: 271.54 kcal/mol
maximum force: 12.75 eV/A
lowest unoccupied orbital energy: 0.0297 hartree
highest occupied orbital energy: -10.4 eV

# 2
The following is a quantum chemistry calculation of a molecular structure, C32H27ClN6O8Rb, from OMol25.

ORCA input file:
```
! RIJCOSX wB97M-V def2-TZVPD def2/J DEFGRID3
* xyz -1 1
Rb -2.0836 0.7467 -0.8906
Cl -0.5629 0.7691 6.1284
O -1.4451 2.7249 -2.6138
O 0.1593 -5.3112 -6.4006
O -3.3742 -1.3215 0.9948
O -4.6484 0.1805 2.0629
O 1.0944 -3.5002 -7.0777
O -4.8722 0.9685 4.4222
O 1.6976 0.0698 -2.0805
O -3.5631 1.1827 6.1981
N -0.5555 -0.4160 3.7469
N -0.3657 2.3929 0.9700
N -1.3144 -0.7633 2.6894
N 0.4406 -4.1345 -6.2715
N -0.5798 -0.2450 -3.3893
N -0.5872 -1.8666 -1.2349
C 2.1019 0.4429 -0.7754
C -1.0718 4.0293 -2.7635
C -0.3012 3.2221 3.2187
C 0.1237 -3.4948 -4.9833
C 3.5713 -1.0910 3.6018
C 1.4414 3.7657 1.6835
C -0.6556 0.5887 -4.4060
C 2.8125 -1.6757 4.6065
C -0.8927 2.5100 2.1919
C -0.6668 -2.6550 -0.1842
C 0.7751 3.0260 0.7034
C -3.6231 -0.5448 1.9193
C -0.4822 -4.0491 -0.2541
C -1.2956 0.1787 4.7086
C -0.4796 0.1435 -5.7282
C -0.2159 -4.6172 -1.4680
C -2.5441 -0.3765 2.9827
C -0.3486 -2.4189 -2.4396
C 0.8511 -0.6400 3.7144
C 0.0914 -4.3157 -3.9142
C 1.3498 2.8833 -0.6786
C -3.7297 0.8372 5.0469
C -0.1522 -3.7950 -2.6088
C 1.4446 -1.4568 4.6634
C -0.1981 -1.1729 -5.9725
C 2.9628 -0.2815 2.6526
C -2.6035 0.2275 4.2727
C -0.1110 -2.0756 -4.8906
C 1.5975 -0.0481 2.7083
C 0.9047 3.8586 2.9532
C -0.3375 -1.5499 -3.6060
C 2.5316 1.9043 -0.7085
H -0.0404 -1.5200 -6.9811
H -0.0669 -5.6857 -1.5712
H 1.6794 3.8680 -1.0178
H -0.1277 4.1650 -3.3457
H 1.2990 0.2403 -0.0556
H 3.1627 2.0616 0.1744
H 4.6380 -1.2697 3.5570
H 0.8361 -1.9139 5.4323
H -0.7724 3.2687 4.1914
H -0.8872 1.6223 -4.1064
H 3.5504 0.1745 1.8661
H 0.2576 -5.3753 -4.0518
H -0.8849 4.5611 -1.8016
H -0.5622 -4.6441 0.6449
H 1.4112 4.4252 3.7248
H 1.1011 0.5831 1.9835
H 3.2841 -2.3124 5.3438
H 0.7567 0.2670 -2.1974
H -0.5591 0.8485 -6.5447
H -1.8231 4.6560 -3.2910
H 2.9434 -0.2038 -0.5123
H -0.9056 -2.1790 0.7619
H 2.3715 4.2622 1.4348
H 0.5522 2.5719 -1.3626
H 3.1540 2.0982 -1.5852
H -4.8256 0.5977 3.4496
H -1.8324 1.9967 2.3592
*
```

energy: -2650.4397 Ha
frontier orbital gap: 5.65 eV
energy above the lowest of the compared OMol25 structures with the same formula, charge and spin: 13.76 kcal/mol
maximum force: 0.92 eV/A
lowest unoccupied orbital energy: 0.0396 hartree
highest occupied orbital energy: -4.6 eV

# 3
The following is a quantum chemistry calculation of 4 unconnected molecules or ions with the total composition C3H13NO3, from OMol25.

ORCA input file:
```
! RIJCOSX wB97M-V def2-TZVPD def2/J DEFGRID3
* xyz 0 1
O 1.5525 1.7522 -0.2557
O 2.6061 -0.3677 1.1665
O 1.1298 -2.2714 -0.1728
N -0.4279 0.0276 -1.7028
C -2.8194 0.5240 1.2274
C -1.5288 0.3948 -0.9080
C -1.6974 0.0676 0.3666
H 0.0469 -0.7754 -1.2933
H -3.4444 1.2314 0.7016
H -0.6979 -0.1980 -2.6475
H 2.5132 0.4836 0.7017
H 0.7810 1.2581 -0.6000
H 1.1663 2.5875 0.0265
H 1.7726 -1.7512 0.3465
H -2.4963 1.1096 2.0862
H 2.9957 -0.2000 2.0258
H -2.2506 1.0750 -1.3537
H 1.4402 -3.1748 -0.0573
H -3.5091 -0.2486 1.5589
H -0.9727 -0.5952 0.8036
*
```

energy: -402.5713 Ha
frontier orbital gap: 9.11 eV
energy above the lowest of the compared OMol25 structures with the same formula, charge and spin: 5.70 kcal/mol
maximum force: 0.88 eV/A
lowest unoccupied orbital energy: 0.0314 hartree
highest occupied orbital energy: -8.3 eV

# 4
The following is a quantum chemistry calculation of a molecular structure, C54H112FeN6O6, from OMol25.

ORCA input file:
```
! RIJCOSX wB97M-V def2-TZVPD def2/J DEFGRID3
* xyz 0 5
Fe 0.2258 1.4761 0.7484
O -1.4550 0.1107 0.7357
O 0.7847 1.0852 -1.5902
O 1.4703 0.1966 1.8996
O 2.0474 -4.4648 5.8738
O 0.1320 3.6384 0.8523
O -1.6244 -0.6144 -3.3512
N -2.5496 -0.9085 -4.2611
N 1.7325 1.4132 2.4377
N 1.4489 -4.9552 4.6383
N -0.1277 4.6917 -0.1278
N -2.6675 -0.5741 1.2161
N 2.1681 0.9837 -1.9392
C -1.3973 -2.3018 2.4222
C 0.3270 -6.9400 3.5097
C -2.6388 -2.3329 -4.6292
C -3.7680 -0.2277 -6.3390
C 2.2881 -4.5235 3.4364
C 1.2161 -6.6732 2.3037
C 3.4364 1.9372 0.8317
C -2.3199 -2.9546 0.1686
C -2.5453 -2.0544 1.4081
C -5.0860 -2.2187 1.5978
C 1.8213 1.8108 -4.2088
C 0.4989 6.0094 0.2703
C 2.5981 1.9513 -2.9722
C -3.1365 1.4208 -4.7862
C 4.2135 0.7414 2.8543
C 3.5548 3.1732 2.8665
C 1.5235 -5.0987 2.1915
C 1.4472 0.6471 4.8376
C 4.0888 -0.4683 -2.4444
C 1.4547 3.0690 4.3182
C 1.7791 -1.2036 -3.1777
C -0.4270 1.6676 3.6598
C -3.9368 0.0266 0.7965
C 2.0554 5.9996 0.0812
C -1.3079 -2.9197 -5.1829
C 0.0866 6.5338 1.6873
C 0.0349 7.2476 -0.7327
C 0.0094 -6.5473 5.8339
C -1.2974 0.2038 -6.1983
C -3.7888 -2.5677 -5.6583
C -3.0509 -3.1679 -3.4144
C 2.5745 -0.4253 -2.1485
C 2.5379 3.4294 -2.5049
C -1.4135 7.2208 -1.1629
C 1.0832 -6.4110 4.7787
C -2.5973 4.7438 0.3602
C 3.1705 1.8186 2.3246
C -4.1167 -0.1491 -0.7809
C 4.6295 0.3685 -3.6256
C -3.9650 1.4924 0.9935
C -5.1508 -0.6564 1.4924
C 2.9821 3.3350 4.3053
C 2.3113 -7.3635 5.1194
C 1.0969 1.7041 3.8056
C 4.1006 1.7664 -3.3336
C -1.6926 3.4803 -1.6562
C -1.4814 4.6619 -0.6894
C -3.7747 -2.6317 2.2041
C -3.7079 -1.6960 -6.8593
C 2.1944 -3.0182 3.2993
C -2.5951 0.0878 -5.3801
C 2.3015 -1.2150 -0.8055
C -1.7618 5.8844 -1.6951
C 3.7520 -5.1487 3.5171
H -4.6816 0.0265 -5.8015
H 0.8414 1.3712 -4.0229
H 2.8465 -7.7524 4.2531
H -3.9505 -2.8226 -2.9049
H -0.9030 0.7222 3.3995
H -1.1545 -3.9902 -5.0465
H 0.6080 -4.5074 2.2088
H -2.2786 -3.1431 -2.6456
H -3.5760 1.7403 1.9811
H -3.2535 -3.3739 -0.2067
H 2.3443 1.2869 -5.0089
H 1.9387 -4.9116 1.2012
H -0.9460 1.9555 4.5740
H -3.3794 2.1948 -5.5143
H -1.7475 -3.8365 0.4562
H -5.0548 0.1780 -1.2292
H 5.7112 0.3172 -3.7497
H 2.2712 -2.7121 2.2560
H -3.5780 4.5943 -0.0915
H -2.1275 7.5661 -0.4152
H -1.0993 5.8943 -2.5606
H 0.7362 -1.1596 -2.8638
H -1.4048 -1.5664 3.2267
H 3.9213 -0.2302 2.4559
H 0.8897 3.8747 3.8493
H -1.2845 -0.2359 -7.1956
H -4.0171 1.3332 -4.1499
H 1.2606 -1.0822 -0.5107
H 2.8798 -2.5083 3.9763
H 1.1768 -2.7306 3.5636
H 4.4367 2.4850 -4.0811
H 1.4634 3.6129 -2.4979
H -3.8539 -3.5663 -6.0904
H -0.7358 2.4196 2.9337
H 0.2958 0.8746 -2.3891
H -1.8027 2.4712 -1.2591
H -6.0684 -0.4459 0.9430
H 4.2075 0.7061 3.9437
H -2.9134 -1.8437 -7.5908
H 4.6641 -0.2994 -1.5341
H 4.5337 -1.4566 -2.5603
H 4.4353 -4.6337 2.8419
H -1.4864 7.9620 -1.9588
H -2.1380 -0.8650 -2.5798
H 0.6936 7.3840 1.9985
H -3.1838 -4.2100 -3.7050
H -0.3203 -0.1448 -5.8638
H 4.6312 2.0457 -2.4233
H -0.9383 6.8946 1.7730
H 4.6158 3.3594 3.0327
H 0.0702 -7.9991 3.4876
H 2.0902 -7.3232 2.2671
H 4.3617 2.5011 0.7134
H 2.0991 -2.2435 -3.2435
H -1.1830 -2.8574 -6.2639
H -0.9657 1.2280 -6.3685
H -1.6534 -2.6432 -0.6357
H 2.1702 5.9510 -1.0016
H 0.7401 7.3198 -1.5607
H -4.6203 -1.8208 -7.4425
H -0.4526 -2.0867 1.9229
H 2.9994 4.1099 -3.2206
H 2.4707 0.7121 5.2069
H 4.3276 -0.0656 -4.5788
H 5.2203 0.9167 2.4753
H 3.6364 0.9600 0.3923
H 2.5356 5.1488 0.5646
H 2.9923 -6.8144 5.7696
H 0.9196 0.8322 5.7732
H 1.3865 -3.8244 6.1472
H -4.7870 -2.4295 -5.2428
H -3.7614 -3.7212 2.2335
H 1.6492 2.7711 -4.6949
H 2.1099 -8.2125 5.7726
H -0.4561 -2.4202 -4.7213
H 2.4018 -2.3000 -0.8358
H 4.1856 -5.1289 4.5170
H 1.2733 3.1054 5.3924
H 0.2330 8.1868 -0.2161
H -5.1243 -2.6181 0.5843
H -3.7009 -2.3474 3.2538
H 1.9441 -0.3811 2.5024
H 3.0484 3.5624 -1.5511
H -5.3724 -0.0883 2.3959
H -2.7926 5.9157 -2.0480
H 3.4345 2.5522 4.9141
H -3.7731 0.4710 -7.1755
H -0.9410 3.4758 -2.4456
H -0.8517 -5.8932 5.6977
H -1.3328 -3.3408 2.7452
H 0.5002 -6.2350 6.7556
H -4.0390 -1.1630 -1.1735
H 1.2519 -0.3748 4.5126
H -5.9344 -2.5003 2.2215
H -0.3257 -7.5786 5.9446
H -4.9268 1.9818 0.8400
H 3.1623 4.0258 2.3123
H 1.8839 -0.8481 -4.2028
H -2.3671 4.0900 1.2014
H -2.4945 1.8882 -4.0395
H -0.6325 -6.4287 3.4322
H 0.6518 -6.9558 1.4150
H 2.6739 2.4832 0.2762
H -3.3196 0.3998 -1.2823
H 2.4443 6.9480 0.4519
H 3.8836 -6.1741 3.1717
H -2.6691 3.4792 -2.1403
H 0.1747 5.7592 2.4491
H 3.1226 4.3249 4.7393
H -2.6622 5.7255 0.8295
H -3.1994 1.9884 0.3968
H 2.9693 -0.8350 -0.0323
*
```

energy: -4167.9484 Ha
frontier orbital gap (spin up / spin down): 6.83 / 6.75 eV
energy above the lowest of the compared OMol25 structures with the same formula, charge and spin: 0.00 kcal/mol
maximum force: 5.84 eV/A
lowest unoccupied orbital energy (spin up / spin down): 0.0165 / 0.0164 hartree
highest occupied orbital energy (spin up / spin down): -6.4 / -6.3 eV

# 5
The following is a quantum chemistry calculation of a molecular structure, C17H36N2ORbSSeSi, from OMol25.

ORCA input file:
```
! RIJCOSX wB97M-V def2-TZVPD def2/J DEFGRID3
* xyz -1 1
Rb -1.0985 0.6567 0.3847
Se -1.7405 1.8731 -2.7110
S -1.3324 -3.2763 0.8246
Si 0.0495 2.9494 -3.4537
O -2.1549 -2.1343 0.2823
N -0.3983 -1.3667 -2.7458
N -1.7964 -1.7113 -2.8047
C 0.4453 -4.4094 -0.9019
C 1.1757 3.5469 -2.0527
C -1.8176 -4.7453 -0.1331
C 0.2444 1.9508 2.8146
C -0.3946 4.4830 -4.4659
C 1.1021 -0.1641 2.6824
C 1.3304 1.1890 2.3343
C 0.0261 3.4304 2.6366
C -0.1341 -0.2361 3.3689
C -0.7258 -1.4556 4.0216
C -0.6624 1.0696 3.4469
C 2.5583 1.6964 1.6314
C 0.2837 -3.1767 -0.0174
C -1.9579 1.4725 4.0958
C -0.9550 -4.7654 -1.3876
C 2.1180 -1.2583 2.5199
C 1.1369 1.8615 -4.5583
H -0.6258 -1.4363 5.1136
H 3.4677 1.5584 2.2291
H -0.5823 3.6771 1.7537
H -1.7928 -1.5657 3.8009
H 0.8703 -5.2419 -0.3327
H -2.6723 1.9261 3.3956
H -1.0029 4.2114 -5.3312
H -0.3283 -0.3446 -2.7516
H 0.0057 -1.6836 -3.6194
H 1.6831 -2.2440 2.7081
H -2.1198 -1.7962 -1.8423
H -0.4904 3.8641 3.4976
H 0.5824 1.4906 -5.4230
H 1.1210 -4.1899 -1.7295
H -1.6259 -5.6089 0.5092
H 0.9693 3.9688 2.5210
H -2.4575 0.6104 4.5433
H 2.5543 -1.2758 1.5142
H -1.3068 -4.0096 -2.0933
H 2.0570 4.0781 -2.4242
H -1.8063 2.2068 4.8953
H 0.6275 4.2171 -1.3859
H 1.5188 2.7005 -1.4509
H -0.2403 -2.3706 3.6756
H 0.5038 4.9993 -4.8179
H -2.8895 -4.6489 -0.3005
H 0.1962 -2.2834 -0.6423
H -0.9737 5.1805 -3.8572
H 2.0035 2.4271 -4.9168
H 1.5099 0.9980 -4.0018
H 2.7359 1.1854 0.6775
H -2.3000 -0.9194 -3.2017
H 2.4785 2.7618 1.4061
H 2.9563 -1.1491 3.2197
H -0.9878 -5.7384 -1.8812
H 1.0592 -3.0351 0.7310
*
```

energy: -3967.4003 Ha
frontier orbital gap: 5.58 eV
energy above the lowest of the compared OMol25 structures with the same formula, charge and spin: 0.00 kcal/mol
maximum force: 0.27 eV/A
lowest unoccupied orbital energy: 0.0782 hartree
highest occupied orbital energy: -3.5 eV

# 6
The following is a quantum chemistry calculation of C2H4N2O2 in the gas phase, from OMol25.

ORCA input file:
```
! RIJCOSX wB97M-V def2-TZVPD def2/J DEFGRID3
* xyz 0 1
O 0.5203 -2.5507 1.0831
O -0.7645 1.2302 0.7151
N 0.0021 1.4512 -1.3120
N 0.3501 -0.6186 -0.1043
C -0.0979 0.6767 -0.3090
C 0.1261 -1.4105 1.0141
H 0.8584 -1.0733 -0.8519
H -0.9297 2.0675 0.2125
H 0.5002 1.1523 -2.1313
H -0.4354 -0.8960 1.8060
*
```

energy: -338.6123 Ha
frontier orbital gap: 10.91 eV
energy above the lowest of the compared OMol25 structures with the same formula, charge and spin: 25.66 kcal/mol
maximum force: 1.20 eV/A
lowest unoccupied orbital energy: 0.0248 hartree
highest occupied orbital energy: -10.2 eV